# 1
11
Properties=species:S:1:pos:R:3:forces:R:3:mulliken_charge:R:1 method="wB97M-V/def2-TZVPD" lumo_ev=1.076 de_lowest_kj_mol=384.32 energy_ev=-6184.5617 smiles="C=NN1CC1"
C 2.137 0.067 -0.133 -3.23 -1.85 1.87 -0.33
H -1.926 1.301 -0.474 2.95 -0.96 1.65 0.19
H 2.945 -0.236 0.623 -0.66 1.05 -1.81 0.28
H -0.813 1.178 1.202 -0.17 -0.76 -1.50 0.31
C -1.072 0.734 0.194 -2.33 0.14 -0.77 -0.39
H -2.021 -0.917 -0.827 1.16 -0.60 1.31 0.21
H 2.126 0.590 -1.161 0.58 -0.84 1.83 0.33
H -1.046 -1.430 0.795 -0.37 -0.37 0.04 0.37
C -1.236 -0.760 -0.023 -1.82 1.06 -0.59 -0.35
N 0.963 -0.390 0.342 5.23 1.39 -1.00 -0.45
N -0.058 -0.136 -0.537 -1.33 1.74 -1.03 -0.17


# 2
26
Properties=species:S:1:pos:R:3:forces:R:3:mulliken_spin:R:1 method="wB97M-V/def2-TZVPD" lumo_ev="-13.490 / -15.466" de_lowest_kj_mol=0.00 spin_multiplicity=6 charge=+3 energy_ev=-54401.5148
H -1.724 4.128 0.097 -0.02 -0.11 0.04 0.00
O -1.153 2.886 -1.457 0.05 0.07 0.07 0.02
H -0.156 3.211 0.315 -0.43 0.49 -0.10 0.01
C 0.252 0.008 0.360 0.07 0.04 -0.18 0.01
H 1.961 -2.435 3.048 0.18 -0.07 0.20 0.01
H 3.360 -2.667 -0.215 -0.05 0.08 0.24 0.05
C -2.043 -0.115 -0.230 0.05 -0.10 -0.12 0.03
C 0.292 -1.396 0.813 0.27 -0.13 -0.35 0.19
O -0.077 1.153 -2.700 -0.74 -0.47 0.02 0.01
O -3.122 -1.379 1.474 -0.10 -0.12 -0.07 0.05
C -0.859 3.779 -0.467 -0.15 0.02 -0.22 0.00
H 2.033 -1.891 -1.221 0.12 -0.05 -0.05 0.01
H -2.952 0.146 -0.768 -0.06 0.09 0.18 0.00
C -0.856 0.489 -0.443 0.14 0.14 0.36 0.02
H 1.794 -3.574 -0.641 0.02 -0.01 0.14 0.01
C -0.880 -2.018 0.998 0.18 0.00 -0.17 0.03
C -2.156 -1.203 0.805 0.10 0.03 -0.06 0.02
O 2.330 -2.473 2.153 -0.25 -0.05 -0.26 0.06
B -0.679 1.612 -1.606 0.16 -0.07 -0.17 0.01
H -0.991 -3.060 1.289 -0.09 0.05 0.10 0.01
O 1.203 0.808 0.685 -0.35 -0.19 0.36 0.12
H -0.243 4.602 -0.832 0.07 -0.04 0.07 0.00
C 2.286 -2.613 -0.450 -0.25 0.03 -0.69 0.37
B 1.707 -2.186 1.063 0.01 0.26 0.78 0.12
Fe 0.916 2.513 1.472 0.62 -0.19 0.03 3.83
H -0.362 1.490 -3.563 0.46 0.32 -0.13 0.00


# 3
96
Properties=species:S:1:pos:R:3:forces:R:3:mulliken_charge:R:1 method="wB97M-V/def2-TZVPD" lumo_ev=-0.979 de_lowest_kj_mol=397.20 energy_ev=-66561.9656
H 31.398 -4.168 4.879 -0.19 0.29 0.42 0.05
O 36.069 -4.708 1.609 -0.36 -0.15 -0.27 -0.64
H 32.242 -3.687 0.948 0.64 0.02 -0.62 0.36
O 32.091 -6.375 1.163 0.18 0.06 -0.03 -0.31
H 33.517 -4.554 5.369 -0.61 -0.08 -0.27 0.09
H 29.289 -3.585 5.040 0.07 -0.04 0.27 0.31
H 33.759 -5.039 10.511 -0.07 -0.21 0.21 0.28
O 33.844 -3.903 0.165 -0.36 0.26 -0.30 -0.66
O 36.825 -7.933 2.178 -0.44 -0.66 -0.34 -0.57
O 36.214 -8.052 9.453 0.90 -0.16 0.77 -0.67
O 29.330 -10.078 1.713 -0.16 -0.49 -0.14 -0.66
O 34.773 -1.977 7.582 0.16 0.28 0.34 -0.62
H 32.088 -8.670 3.726 0.36 0.21 0.40 0.13
H 30.969 -2.179 6.440 0.01 0.37 -0.12 0.24
H 36.586 -5.267 1.029 0.15 -0.17 -0.10 0.24
H 30.915 -4.390 1.141 -0.25 -0.35 -0.23 0.28
H 37.501 -7.383 2.574 0.50 1.03 0.27 0.30
O 35.079 -6.792 7.414 0.55 0.37 -0.48 -0.07
O 31.985 -8.385 9.986 -0.05 0.18 0.44 -0.59
O 38.279 -5.737 3.355 0.04 -0.56 -0.84 -0.62
O 36.746 -3.207 4.734 0.53 0.32 -0.54 -0.71
H 34.464 -4.270 0.796 0.61 -0.01 0.47 0.40
H 34.089 -7.271 4.746 0.63 -0.22 0.14 0.29
H 31.756 -9.211 6.617 -0.11 -0.02 -0.51 0.21
H 39.182 -5.422 3.403 0.23 0.17 -0.08 0.26
H 31.553 -11.123 6.275 -0.05 -0.42 0.19 0.24
H 27.641 -10.061 6.643 -0.19 -0.09 0.14 0.27
H 34.157 -6.590 7.571 -0.65 0.20 0.10 -0.03
O 30.955 -3.118 6.258 -0.15 -0.03 0.17 -0.55
H 28.868 -5.559 2.347 0.04 -0.51 0.54 0.36
H 28.919 -2.420 4.148 0.00 0.25 -0.09 0.29
H 30.129 -9.627 1.983 0.34 0.25 0.12 0.30
H 37.883 -8.243 7.219 0.16 0.02 0.40 0.24
O 33.137 -7.186 4.803 -0.63 -0.24 0.20 0.31
O 28.459 -5.107 1.609 -0.09 0.09 -0.63 -0.65
H 30.294 -7.682 3.382 0.19 -0.26 -0.44 0.32
O 31.368 -10.533 5.544 -0.02 -0.09 0.25 -0.53
H 29.044 -9.658 6.240 0.35 0.06 -0.06 0.34
O 31.453 -3.679 1.490 -0.49 0.39 1.03 -0.63
H 31.467 -11.079 4.764 -0.08 0.02 -0.53 0.24
H 37.538 -10.766 4.551 0.06 0.27 0.17 0.28
H 36.025 -7.608 8.626 -0.43 0.25 -0.07 0.39
O 31.762 -8.880 2.851 -0.88 -0.78 0.12 -0.33
H 31.798 -6.153 7.710 -0.34 -0.53 0.05 0.20
H 34.367 -10.854 8.135 -0.15 0.03 -0.25 0.26
H 28.650 -9.727 2.287 -0.22 0.14 0.10 0.32
H 36.879 -3.940 5.336 0.11 -0.14 0.20 0.30
H 35.034 -11.294 9.420 0.12 -0.20 0.24 0.26
H 32.940 -6.382 4.321 -0.56 0.54 -0.10 -0.03
H 34.983 -8.162 1.629 0.61 0.44 0.14 0.21
O 31.836 -8.368 7.065 -0.08 0.33 1.15 -0.55
H 35.066 -7.434 6.704 -0.12 -0.38 -0.33 0.26
H 35.796 -3.122 4.665 -0.31 -0.03 0.05 0.37
H 38.016 -5.852 4.268 -0.28 0.27 0.81 0.39
H 29.236 -6.514 0.294 -0.30 0.29 0.27 0.38
H 34.764 -4.609 6.226 0.21 -0.37 0.33 0.52
H 31.891 -8.472 9.038 0.02 0.08 -0.66 0.32
O 29.868 -6.945 -0.281 -0.11 -0.40 -0.78 -0.65
H 31.853 -4.126 3.436 -0.15 0.42 -1.02 0.24
H 37.865 -11.864 3.562 0.17 -0.18 -0.17 0.31
O 37.624 -5.598 6.116 0.30 -0.18 -0.35 -0.69
O 34.064 -8.431 1.632 -0.02 -0.16 -0.36 -0.60
H 34.267 -5.378 9.125 0.04 -0.15 0.06 0.27
H 36.662 -4.500 2.332 0.24 0.19 0.59 0.30
H 34.039 -9.208 1.075 0.01 -0.35 -0.30 0.26
O 34.787 -10.513 8.925 -0.03 0.01 -0.01 -0.54
O 32.542 -5.552 7.749 -0.10 0.04 -0.37 -0.42
H 30.470 -6.191 3.578 0.41 0.33 0.17 0.30
H 36.931 -6.233 6.300 -0.69 -0.03 0.28 0.26
H 37.252 -9.617 7.150 -0.21 -0.25 0.31 0.26
O 28.130 -9.601 5.960 -0.14 0.03 -0.14 -0.59
H 32.523 -8.776 2.280 0.12 0.29 0.17 0.33
O 34.370 -4.744 9.835 0.09 0.46 0.04 -0.64
H 35.817 -8.028 3.820 0.08 -0.06 -0.65 0.12
O 35.744 -7.665 4.703 -0.10 0.28 0.16 -0.50
H 32.118 -7.760 6.382 0.35 0.21 -0.70 0.19
O 34.305 -4.058 5.591 0.18 0.29 0.07 -0.45
H 32.499 -5.861 1.860 0.01 0.26 0.12 0.13
H 34.166 -4.198 -0.686 -0.14 0.00 -0.24 0.27
H 36.548 -7.941 5.143 0.26 -0.45 0.46 0.21
H 33.937 -1.524 7.694 -0.10 0.14 0.08 0.26
H 37.279 -8.744 1.949 0.10 -0.32 -0.19 0.26
O 29.800 -6.868 3.485 -0.64 0.25 0.33 -0.71
H 32.179 -4.744 8.112 0.41 0.14 0.47 0.18
O 31.813 -4.700 4.200 0.50 -0.91 0.05 -0.43
H 31.126 -3.530 7.106 -0.04 -0.11 0.09 0.20
H 38.294 -5.777 6.776 0.25 0.26 0.30 0.27
H 34.616 -2.596 6.868 -0.13 -0.26 -0.43 0.39
H 30.703 -6.873 0.183 -0.03 0.17 0.22 0.39
O 28.785 -3.361 4.258 -0.18 -0.14 -0.27 -0.56
H 32.081 -9.284 10.301 0.09 -0.14 0.16 0.28
H 28.794 -4.212 1.661 -0.09 0.32 0.10 0.28
H 32.703 -7.094 1.005 0.33 -0.23 0.01 0.21
O 37.272 -11.645 4.281 -0.22 -0.03 0.04 -0.61
H 35.561 -8.750 9.505 -0.20 -0.21 -0.06 0.32
O 37.226 -8.751 6.743 0.24 0.14 -0.72 -0.52


# 4
54
Properties=species:S:1:pos:R:3:forces:R:3:mulliken_spin:R:1 method="wB97M-V/def2-TZVPD" lumo_ev="-0.139 / -3.200" de_lowest_kj_mol=107.45 spin_multiplicity=3 energy_ev=-61516.9827
H 2.250 1.671 2.351 0.00 0.00 -0.29 0.00
P -2.198 -0.494 -0.920 0.08 -0.37 -0.36 0.09
C -2.026 -0.195 -2.664 -0.14 0.20 -0.12 0.00
C 1.714 2.578 -1.424 -0.10 -0.07 0.02 -0.01
O -0.326 -3.691 -4.502 1.75 0.50 -0.87 0.00
C -0.967 0.627 -3.128 1.05 -2.17 0.29 0.01
H -3.646 -2.479 -0.918 0.10 0.05 -0.01 0.01
F 0.268 -3.048 4.124 -0.15 1.01 0.41 0.01
H 0.054 2.437 -5.815 0.23 -0.16 -0.19 0.00
O -0.396 -1.123 2.280 -0.20 -0.26 1.69 0.44
C 2.216 2.348 1.487 0.41 0.66 0.44 0.01
N 0.126 0.881 -2.299 -0.96 1.10 -0.46 0.04
C -0.437 0.533 3.951 -0.54 1.14 -0.37 0.14
O 0.123 -4.909 -0.789 -0.17 -0.16 1.03 0.00
H -0.967 -3.508 -3.828 -0.28 0.60 0.59 0.00
H 2.142 -0.890 0.566 0.24 -1.39 0.55 0.02
H -0.801 1.529 0.209 -0.55 1.09 0.52 0.46
C -2.768 -2.129 -0.361 -0.44 -0.67 -0.27 0.03
H -2.892 -0.321 -3.354 0.69 -0.05 0.68 0.01
Au -0.160 0.057 -0.015 -0.20 1.60 -0.75 0.33
H 4.300 1.239 -0.431 -0.20 0.02 0.01 0.00
H -1.463 0.448 -5.219 0.20 0.47 0.00 0.00
H 1.487 3.411 -3.948 -0.20 0.16 -0.32 0.00
C -3.542 0.618 -0.425 -0.09 -0.01 -0.07 0.00
H 1.406 -0.761 0.488 0.74 -1.36 0.50 0.05
C -0.818 0.975 -4.513 -0.23 0.59 0.29 0.01
P 1.888 1.425 -0.022 -0.22 -0.15 -0.61 0.02
H 3.671 -0.207 0.369 0.08 0.32 -0.28 -0.01
C 0.083 -1.774 4.515 0.43 -0.75 -0.12 0.14
H 2.704 2.908 -1.777 -0.43 0.01 0.06 0.00
F -0.402 2.168 5.603 0.04 -0.75 0.20 0.00
H -4.421 0.259 -0.975 -0.08 0.22 0.29 0.00
C 0.044 2.005 -4.825 -0.67 -0.30 0.48 0.00
C -0.253 -0.807 3.501 -0.16 -0.33 -1.51 0.06
H 3.164 2.901 1.451 -0.16 -0.10 0.00 0.00
C 3.448 0.549 -0.398 0.54 0.15 0.13 0.03
C 0.805 2.584 -3.798 0.90 0.18 0.80 0.00
H 1.408 3.063 1.674 0.05 -0.19 -0.12 -0.01
H 1.156 3.443 -1.031 0.22 -0.11 -0.17 0.02
H 0.356 -2.964 -4.529 -1.47 -1.01 0.35 0.00
H -3.065 -2.092 0.696 0.17 0.30 -0.20 0.00
F 0.558 -2.338 6.777 -0.25 0.64 -0.66 0.00
H -3.726 0.692 0.659 0.06 -0.07 -0.43 0.00
C -0.272 0.872 5.262 0.05 0.94 0.06 -0.05
F -0.787 1.524 3.099 0.44 -1.25 0.61 0.00
C 0.053 -0.091 6.215 0.08 0.41 0.79 0.23
H -3.238 1.579 -0.853 -0.23 -0.04 0.31 -0.01
C 0.233 -1.423 5.838 0.12 -0.74 0.29 -0.07
H -1.983 -2.892 -0.434 -0.07 0.28 -0.16 -0.03
H 0.730 -4.843 -0.046 -0.37 -0.16 0.61 0.00
F 0.196 0.283 7.495 -0.06 -0.37 -0.83 0.02
H 3.383 0.045 -1.368 -0.18 0.08 0.16 -0.01
H 0.725 -4.642 -1.457 0.48 0.37 -1.68 0.00
C 0.860 1.969 -2.544 -0.32 -0.13 -1.29 0.00